{
  "formula": "C39H63Cl50F2NO4",
  "method": "ωB97M-V/def2-TZVPD",
  "e_tot_ha": -25088.19774,
  "homo_lumo_gap_ev": 6.0,
  "total_charge": 0,
  "symbols": ["C", "C", "C", "C", "C", "C", "C", "C", "O", "O", "C", "C", "N", "C", "O", "F", "C", "O", "F", "C", "C", "H", "H", "H", "H", "H", "H", "H", "H", "H", "H", "H", "H", "H", "C", "Cl", "Cl", "H", "H", "C", "Cl", "Cl", "H", "H", "C", "Cl", "Cl", "H", "H", "C", "Cl", "Cl", "H", "H", "C", "Cl", "Cl", "H", "H", "C", "Cl", "Cl", "H", "H", "C", "Cl", "Cl", "H", "H", "C", "Cl", "Cl", "H", "H", "C", "Cl", "Cl", "H", "H", "C", "Cl", "Cl", "H", "H", "C", "Cl", "Cl", "H", "H", "C", "Cl", "Cl", "H", "H", "C", "Cl", "Cl", "H", "H", "C", "Cl", "Cl", "H", "H", "C", "Cl", "Cl", "H", "H", "C", "Cl", "Cl", "H", "H", "C", "Cl", "Cl", "H", "H", "C", "Cl", "Cl", "H", "H", "C", "Cl", "Cl", "H", "H", "C", "Cl", "Cl", "H", "H", "C", "Cl", "Cl", "H", "H", "C", "Cl", "Cl", "H", "H", "C", "Cl", "Cl", "H", "H", "C", "Cl", "Cl", "H", "H", "C", "Cl", "Cl", "H", "H"],
  "coordinates": [[-0.95626, 9.34400, -3.60671], [-0.79841, 7.70729, -3.56068], [-2.07979, 6.79888, -4.08470], [-1.90118, 5.16200, -3.98701], [-0.52860, 4.42088, -3.41149], [-0.50566, 2.77076, -3.34162], [-0.29246, 2.25265, -1.80091], [-1.29720, 2.79446, -0.60903], [-2.29318, 3.68357, -0.62053], [-0.76039, 2.04636, 0.57542], [0.70638, 1.78287, 0.41065], [1.12525, 2.53981, -1.02084], [2.38085, 1.80041, -1.42610], [3.09981, 2.45613, -2.58870], [4.08789, 3.37119, -2.45892], [2.77182, 2.06106, -3.99520], [3.40430, 1.71903, -0.31504], [3.78796, 2.71043, 0.49284], [4.10916, 0.40043, -0.12838], [0.71046, 5.38644, -2.94313], [0.62801, 7.04896, -2.99031], [-1.22392, 9.73997, -4.68019], [0.01648, 9.85620, -3.14729], [-1.84032, 9.62125, -2.86420], [-3.09533, 7.23566, -4.48557], [-2.80437, 4.49749, -4.36181], [-1.59861, 2.42449, -3.67402], [0.22471, 2.28472, -4.13011], [-0.40231, 1.08748, -1.73823], [1.22443, 2.15268, 1.39429], [0.85621, 0.64703, 0.16990], [1.32193, 3.64649, -0.63194], [1.71287, 4.92837, -2.52468], [1.49877, 7.75411, -2.63636], [5.98185, 0.46780, -2.93706], [7.15361, -0.34352, -3.98304], [6.79534, 1.43453, -1.70062], [5.35539, 1.12371, -3.54641], [5.36025, -0.28582, -2.44750], [-4.34968, 6.75309, -1.21806], [-3.17791, 5.94177, -2.26403], [-3.53618, 7.71982, 0.01838], [-4.97614, 7.40900, -1.82740], [-4.97127, 5.99947, -0.72850], [-1.04064, -0.24809, 3.37438], [-2.07788, -1.56829, 3.92804], [0.49631, -0.86376, 2.75484], [-1.55289, 0.29654, 2.57754], [-0.84259, 0.42429, 4.21264], [-5.32727, -1.69185, 1.54161], [-4.19484, -0.71401, 0.59993], [-6.97460, -1.53220, 0.92038], [-5.02528, -2.74039, 1.48378], [-5.30551, -1.35841, 2.58196], [6.87375, -3.07333, -0.76827], [8.07048, -2.73293, -2.02418], [5.65150, -1.79841, -0.69210], [6.38316, -4.02358, -0.99257], [7.38042, -3.13859, 0.19766], [-9.49295, -2.78932, -2.00332], [-10.01719, -1.59983, -0.80514], [-8.60893, -4.11544, -1.23844], [-10.37184, -3.19383, -2.51114], [-8.84026, -2.29888, -2.72959], [-2.36677, -0.14178, 7.93086], [-1.23434, 0.83607, 6.98918], [-4.01410, 0.01788, 7.30964], [-2.06478, -1.19031, 7.87303], [-2.34501, 0.19166, 8.97122], [-4.21175, 4.70571, 2.54949], [-5.45197, 5.52700, 1.59416], [-4.87662, 3.28898, 3.37164], [-3.40509, 4.38575, 1.88549], [-3.82075, 5.40002, 3.29718], [-0.43005, -4.50343, 2.43901], [-1.44319, -5.87021, 2.91940], [-0.24468, -4.43564, 0.68226], [-0.89575, -3.57698, 2.78364], [0.55603, -4.61327, 2.89680], [4.95505, -4.88399, 1.74821], [3.36618, -4.81551, 2.52030], [4.80394, -4.98009, -0.01050], [5.51611, -3.98318, 2.00840], [5.48782, -5.76745, 2.10830], [7.88412, -5.04900, 4.77362], [6.20386, -4.60584, 5.09871], [8.16202, -5.26136, 3.04077], [8.53907, -4.25689, 5.14454], [8.11076, -5.98618, 5.28775], [-0.30364, 9.99363, 0.08757], [0.82999, 8.70589, -0.33900], [-0.31600, 11.26333, -1.14241], [-1.30745, 9.57032, 0.17203], [-0.00471, 10.42824, 1.04452], [-10.54286, -4.54453, 2.34082], [-10.81997, -6.22366, 2.81943], [-12.06353, -3.73969, 1.93474], [-10.06867, -4.01223, 3.16893], [-9.88683, -4.52723, 1.46713], [-6.84490, -6.22682, -3.92733], [-8.36514, -7.12689, -3.99127], [-7.06583, -4.56467, -4.48728], [-6.48466, -6.20985, -2.89587], [-6.11055, -6.72292, -4.56656], [-0.20270, -6.49682, -2.66255], [-1.72294, -7.39689, -2.72648], [-0.42363, -4.83467, -3.22250], [0.15754, -6.47986, -1.63109], [0.53165, -6.99292, -3.30178], [0.25580, 13.96598, -3.51663], [-1.26444, 13.06591, -3.58057], [0.03486, 15.62813, -4.07659], [0.61603, 13.98295, -2.48518], [0.99015, 13.46988, -4.15586], [-7.77039, -0.92513, 6.30568], [-9.45065, -0.48197, 6.63077], [-7.49250, -1.13750, 4.57282], [-7.11545, -0.13302, 6.67659], [-7.54375, -1.86231, 6.81980], [9.17479, 1.96107, -5.76610], [10.30841, 0.67333, -6.19267], [9.16242, 3.23077, -6.99608], [8.17098, 1.53776, -5.68163], [9.47372, 2.39568, -4.80915], [-5.12172, -7.83783, 2.58021], [-5.71356, -6.22354, 2.16897], [-4.58242, -7.90812, 4.26227], [-5.92853, -8.56024, 2.43478], [-4.28190, -8.08605, 1.92669], [-3.82746, 15.56582, -5.27893], [-5.41633, 15.63431, -4.50683], [-3.97856, 15.46972, -7.03764], [-3.26640, 16.46664, -5.01873], [-3.29468, 14.68237, -4.91884], [10.04956, -5.32786, -3.25570], [9.01232, -6.64807, -2.70205], [11.58651, -5.94353, -3.87524], [9.53730, -4.78323, -4.05254], [10.24761, -4.65548, -2.41744], [-8.41912, -9.92648, 4.22975], [-7.24735, -10.73781, 3.18378], [-7.60562, -8.95975, 5.46619], [-9.04557, -9.27057, 3.62041], [-9.04071, -10.68010, 4.71931], [13.50231, -2.49668, -4.66606], [12.03157, -2.22826, -3.72254], [14.73015, -3.33129, -3.70640], [13.25833, -3.10629, -5.53946], [13.89894, -1.53112, -4.98913], [11.71124, -6.64316, 5.81219], [10.19100, -7.54323, 5.74826], [11.49030, -4.98101, 5.25224], [12.07148, -6.62619, 6.84365], [12.44559, -7.13926, 5.17296], [-1.83086, -9.59195, 6.00853], [-0.65909, -10.40327, 4.96256], [-1.01736, -8.62522, 7.24497], [-2.45732, -8.93604, 5.39919], [-2.45245, -10.34557, 6.49810]],
  "forces_ev_per_angstrom": [[-0.0782, -0.9323, 0.8681], [0.3558, -2.2752, -0.4922], [5.4974, -1.9116, 0.4363], [3.7930, 0.8300, -0.7215], [-0.5837, 4.1455, -0.7317], [-1.2926, 1.1661, 0.1882], [0.6889, -0.1055, 0.0118], [-2.6235, 2.8593, 0.1708], [6.7894, -6.7035, 0.5913], [-0.2115, 2.1723, -2.2118], [-0.6434, -0.2217, -1.1300], [-1.3633, 0.1928, 3.6492], [2.2299, 0.9032, -1.4412], [5.6677, 4.9349, -0.8603], [-7.2891, -6.8799, -0.9972], [0.3818, 0.7871, 4.9469], [3.6287, 4.4451, 4.8804], [-3.2147, -7.4280, -5.8380], [-2.9116, 4.1823, -1.1693], [-2.5387, 1.8531, -0.8173], [-4.3552, -3.1971, -1.8193], [0.6805, -0.8384, 2.1310], [-2.1913, -1.2883, -1.4643], [1.7594, -0.4941, -1.6393], [2.5329, -0.7998, 0.8148], [2.2518, 1.4090, 0.7918], [2.3732, 0.7586, 0.8292], [-1.1927, 1.0547, 1.9648], [0.1081, 2.0727, -0.3299], [-0.8939, -0.7418, -2.1517], [-0.2738, 1.9522, 0.9317], [-0.3117, -2.0835, -1.6925], [-2.2702, 0.9660, -1.0263], [-1.9785, -1.7659, -0.9600], [-0.4238, 0.1537, -0.1235], [-0.2206, 0.1651, -0.2440], [-0.0921, 0.0078, -0.0411], [0.3467, -0.0459, 0.0531], [0.3633, 0.2572, -0.2275], [-0.8195, -0.4657, 0.3479], [-2.2783, 0.7957, 2.8258], [0.0712, 0.2113, 0.0412], [0.2847, -0.0530, 0.1176], [0.2099, 0.3476, -0.0502], [-0.1911, 0.5099, -0.0314], [-0.1350, 0.1139, 0.1107], [0.1011, 0.0088, -0.0202], [0.1062, -0.2553, 0.1043], [-0.0272, -0.3315, -0.1492], [0.0393, -0.2478, 0.3440], [0.1496, 0.0186, 0.0498], [0.0171, -0.0640, 0.1093], [-0.0705, 0.2804, -0.1113], [-0.0084, 0.0326, -0.3093], [0.3872, -0.2612, -0.1960], [0.2152, -0.1663, 0.2143], [0.1029, -0.4491, 0.4180], [0.6338, 0.8239, -0.1865], [-0.0899, 0.1388, -0.2171], [-0.0778, 0.0707, -0.3959], [-0.0624, 0.0288, -0.0777], [-0.0168, -0.1177, -0.0049], [0.2141, 0.0527, 0.2581], [-0.0714, -0.1413, 0.2974], [0.0610, -0.2761, 0.2879], [0.0939, -0.0038, 0.0917], [-0.0220, -0.0629, 0.0488], [-0.0983, 0.2998, -0.1311], [-0.0342, 0.0397, -0.3444], [0.4465, 0.0793, 0.0057], [-0.1689, -0.1706, 0.3836], [0.1044, -0.0456, 0.0523], [-0.3021, 0.0112, 0.0355], [-0.2555, -0.1605, -0.1643], [0.1651, 0.2352, 0.2429], [-0.0371, -0.0004, 0.1335], [0.0592, 0.1255, -0.0481], [0.0711, -0.3446, -0.2126], [-0.2640, -0.0835, -0.1946], [0.2656, -0.0320, 0.2808], [0.0675, 0.0290, 0.0651], [-0.9513, -0.8822, 0.4111], [-0.2412, -0.1701, -0.0929], [-0.2570, 0.2271, -0.1512], [0.2046, -0.0088, 0.3896], [-0.0417, 0.0184, 0.0507], [0.1976, -0.0441, -0.0353], [-0.2193, -0.1759, -0.1975], [-0.1528, 0.2948, -0.2665], [-0.1098, 0.0264, 0.4427], [-0.0910, 0.1182, 0.4036], [-0.0494, 0.2825, 0.6269], [0.2683, 0.0556, -0.2088], [0.0222, -0.0859, -0.3160], [0.3667, 0.2932, -0.0619], [0.0922, -0.0989, 0.0415], [0.0879, 0.0505, -0.0095], [-0.2308, -0.1729, -0.1538], [-0.2619, -0.0563, 0.1555], [0.2921, -0.1528, 0.1559], [0.0655, -0.0718, 0.0389], [0.1338, 0.0256, -0.0625], [-0.2132, 0.0835, -0.2394], [-0.2805, 0.1791, 0.0763], [0.3564, -0.1341, 0.1384], [0.0422, -0.0917, 0.0408], [0.1067, 0.0159, 0.0390], [-0.2198, 0.0641, -0.2287], [-0.2951, 0.1601, 0.0730], [0.3490, -0.1049, 0.0909], [-0.0025, 0.0071, -0.1155], [0.0904, 0.0168, 0.0135], [-0.2145, 0.0444, -0.2357], [-0.2907, 0.1494, 0.0769], [0.2520, -0.0412, 0.3092], [0.0685, -0.0132, 0.0846], [0.0695, -0.0317, -0.0340], [-0.2416, -0.1349, -0.1814], [-0.1433, 0.2096, -0.2124], [-0.2575, 0.0550, 0.2906], [-0.0352, -0.0891, 0.1101], [-0.0549, 0.0768, 0.0362], [0.3497, 0.0953, -0.1362], [0.0151, -0.1102, -0.3066], [0.0299, -0.2762, -0.3171], [-0.0451, 0.0021, -0.0924], [0.1265, 0.0095, -0.0836], [0.1802, 0.2818, 0.1689], [-0.1435, 0.1875, 0.2345], [0.3421, -0.0144, 0.1881], [0.0376, 0.0056, 0.1038], [0.1116, -0.0013, -0.0118], [-0.2365, -0.1995, -0.1226], [-0.2206, 0.2093, -0.1468], [-0.0174, 0.4155, 0.0034], [-0.1125, 0.0630, 0.0546], [0.0434, 0.0556, -0.0422], [0.1387, -0.2400, 0.1776], [-0.0029, -0.2868, -0.2120], [-0.4446, 0.0700, 0.1060], [-0.0708, -0.1432, -0.0856], [-0.2475, -0.0409, 0.0045], [0.2757, -0.1071, 0.1229], [0.2908, 0.1457, -0.1127], [0.0611, 0.0446, -0.3517], [-0.0854, 0.1097, -0.0704], [0.0495, 0.0157, -0.0989], [0.0153, 0.0608, 0.3327], [-0.1197, -0.2281, 0.2233], [0.3566, -0.1098, 0.1238], [0.1228, -0.2004, 0.0648], [0.1205, 0.0205, 0.0180], [-0.2188, 0.0521, -0.2587], [-0.3012, 0.1589, 0.0703], [-0.3795, -0.0161, -0.0517], [-0.0941, -0.0380, -0.0595], [-0.0903, 0.0381, 0.0553], [0.3416, -0.1605, 0.1467], [0.2800, 0.1603, -0.0826]],
  "mulliken_charge": [-0.806, 0.520, -0.499, -0.883, 0.675, -0.623, -0.003, 0.222, -0.484, -0.206, -0.794, -0.130, 0.314, 0.583, -0.393, -0.300, 0.303, -0.422, -0.163, -0.169, -0.954, 0.312, 0.165, 0.198, 0.353, 0.196, 0.367, 0.328, 0.359, 0.289, 0.369, 0.315, 0.179, 0.594, -0.006, -0.155, -0.145, 0.202, 0.096, -0.514, 0.213, -0.152, 0.325, 0.277, 0.194, -0.166, -0.156, 0.010, 0.099, -0.087, -0.130, -0.084, 0.193, 0.102, -0.344, -0.163, 0.014, 0.198, 0.260, -0.352, -0.143, -0.105, 0.348, 0.265, -0.344, -0.142, -0.088, 0.250, 0.331, 0.197, -0.190, -0.138, -0.171, 0.307, 0.719, -0.148, -0.105, -0.443, 0.001, -0.200, -0.094, -0.189, 0.220, 0.280, -0.121, -0.153, -0.107, 0.261, 0.108, -0.041, -0.084, -0.096, -0.073, 0.349, 0.213, -0.155, -0.158, 0.173, -0.069, -0.232, -0.147, -0.146, 0.198, 0.321, -0.154, -0.154, -0.146, 0.161, 0.288, -0.239, -0.186, -0.170, 0.277, 0.306, -0.206, -0.162, -0.073, 0.140, 0.302, -0.024, -0.143, -0.172, 0.062, 0.264, -0.140, -0.088, -0.155, 0.113, 0.253, 0.156, -0.160, -0.158, 0.232, -0.077, -0.096, -0.169, -0.166, 0.250, 0.180, -0.124, -0.167, -0.129, 0.122, 0.306, -0.368, -0.076, -0.151, 0.274, 0.334, -0.225, -0.150, -0.143, 0.274, 0.267, 0.272, -0.160, -0.161, -0.230, 0.288]
}